Record 1
The following is a DFT calculation (ωB97M-V/def2-TZVPD) of a molecular structure, C18H40IrOP2Si.

Expectation value of S²: 8.77
LUMO energy (spin up / spin down), eV: -6.305 / -10.679
HOMO-LUMO gap (spin up / spin down), eV: 3.42 / 3.44
Multiplicity: 6
DFT total energy, eV: -50635.433
Charge: +2

```
63
Properties=species:S:1:pos:R:3:forces:R:3
P 1.7410 -0.1004 -1.5407 2.748 -1.716 -1.427
P -0.0255 -2.0772 -0.0268 0.427 -0.227 -0.975
C 2.2068 -1.8936 -1.6476 0.425 0.465 -0.337
C 1.0163 -2.7866 -1.3744 -0.541 -0.267 0.148
H 3.0153 -2.0573 -0.9236 -0.180 0.047 -0.054
H 2.6267 -2.0898 -2.6418 -0.017 -0.033 0.154
H 0.3745 -2.8927 -2.2598 0.120 0.048 0.160
H 1.3374 -3.7901 -1.0691 -0.047 0.012 -0.057
C 0.7757 -2.6386 1.5116 -0.248 -0.345 0.134
H 0.0849 -2.4467 2.3433 0.247 -0.105 -0.080
H 1.7004 -2.0706 1.6815 -0.314 -0.125 -0.133
H 1.0091 -3.7155 1.4509 -0.196 0.314 0.152
C -1.6825 -2.8006 -0.1518 -0.033 -0.488 0.121
H -1.6240 -3.8969 -0.2570 -0.118 0.298 0.154
H -2.1987 -2.3779 -1.0219 0.206 -0.081 0.220
H -2.2489 -2.5408 0.7520 0.109 -0.102 -0.216
C 3.3459 0.7086 -1.2397 0.499 0.251 -0.512
H 3.2675 1.7949 -1.3454 0.099 -0.247 -0.003
H 4.1355 0.3427 -1.9127 -0.279 0.127 -0.016
H 3.6729 0.4938 -0.2139 -0.337 -0.035 -0.232
C 0.9848 0.2273 -3.1760 0.483 0.134 -0.540
H 0.0208 -0.2991 -3.2499 0.352 0.098 0.218
H 1.6431 -0.1325 -3.9817 -0.126 0.171 0.173
H 0.7930 1.2952 -3.3179 0.051 -0.230 -0.003
Ir 0.1613 0.2096 -0.1226 -3.717 1.529 3.970
C 2.4380 -6.1737 -2.8913 -1.394 -0.009 -3.816
C 3.1046 -6.0782 -1.7285 2.713 -0.130 2.995
C 4.5941 -6.0810 -1.5785 -0.079 0.820 -0.596
C 5.4332 -5.5240 -2.7641 0.456 -0.495 0.382
C 5.0273 -4.1669 -3.2544 -0.519 0.606 -0.138
C 4.0980 -3.8806 -4.1808 0.679 -0.125 0.483
C 3.3019 -4.8856 -4.9527 -0.358 0.277 -0.376
C 3.0262 -6.2557 -4.2685 -0.857 -0.704 -0.053
C 0.5923 2.1936 -0.7459 -0.164 1.778 -1.065
H 1.3441 -6.2310 -2.8848 0.281 0.092 0.275
H 2.5477 -6.0799 -0.7871 -0.013 -0.038 -0.293
H 4.9519 -7.1070 -1.3700 -0.353 0.038 0.218
H 4.8529 -5.4935 -0.6836 -0.197 -0.310 0.015
H 6.4557 -5.4029 -2.3678 -0.348 -0.329 -0.182
H 5.4986 -6.2758 -3.5633 0.141 0.377 0.218
H 5.6006 -3.3527 -2.7944 -0.364 -0.124 -0.277
H 3.9443 -2.8393 -4.4834 0.151 -0.339 0.104
H 3.7892 -5.0904 -5.9244 -0.197 0.029 0.388
H 2.3265 -4.4388 -5.2040 0.251 -0.198 0.071
H 2.2570 -6.7455 -4.8900 0.344 0.134 0.177
H 3.9210 -6.8918 -4.3251 -0.227 0.253 0.305
H -0.3821 2.6097 -1.0700 0.427 -0.229 0.041
H 1.3157 2.3459 -1.5647 -0.517 0.101 0.438
H 0.9510 2.7864 0.1226 -0.108 -0.810 -0.236
C -3.1020 2.9554 0.5498 0.089 -0.717 -0.467
Si -2.0457 1.9359 1.7904 -1.742 3.437 1.790
C -0.9026 3.3442 2.4158 0.490 -0.589 -0.145
C -3.1442 1.5158 3.2819 0.211 -0.687 -0.391
O -1.2440 0.6474 1.1870 1.185 -0.895 -0.785
H -3.6845 3.7353 1.0695 0.372 -0.423 0.129
H -3.8230 2.3322 0.0064 0.077 0.130 0.019
H -2.4799 3.4754 -0.1951 -0.105 -0.204 0.205
H -1.5061 4.1228 2.9075 -0.028 -0.386 -0.213
H -0.1765 2.9821 3.1527 -0.036 0.097 -0.066
H -0.3474 3.8305 1.6011 -0.158 -0.112 0.199
H -3.9212 0.7788 3.0211 0.188 0.214 0.120
H -2.5544 1.0906 4.1087 -0.143 0.120 -0.220
H -3.6555 2.4103 3.6658 0.244 -0.145 -0.270
```
Forces are in eV/Å.



Record 2
The following is a DFT calculation (ωB97M-V/def2-TZVPD) of a molecular structure, C18H40P2PtSi.

Expectation value of S²: 2.07
LUMO energy (spin up / spin down), eV: -1.930 / -2.240
HOMO-LUMO gap (spin up / spin down), eV: 1.95 / 3.84
Multiplicity: 3
DFT total energy, eV: -49008.683
Charge: 0

```
62
Properties=species:S:1:pos:R:3:forces:R:3
P 2.4324 -0.2469 -0.1062 5.817 -1.502 0.656
P -1.0431 -2.2507 0.9348 1.021 -1.231 2.783
C 1.7530 -1.4126 1.0926 -0.782 0.301 0.475
C 0.7053 -2.2722 0.3010 1.193 -0.620 0.575
H 1.3388 -0.8464 1.9518 0.143 -0.497 -0.670
H 2.6141 -1.9919 1.4924 -0.523 0.336 -0.453
H 0.7013 -1.9851 -0.7739 -0.266 -0.220 0.723
H 1.0748 -3.3162 0.3373 -0.231 0.362 -0.168
C -0.8445 -1.5429 2.6321 0.890 -1.052 0.776
H -1.8076 -1.3351 3.1193 0.232 -0.347 -0.403
H -0.2536 -0.6235 2.7031 -0.342 -0.071 -0.191
H -0.2903 -2.3439 3.1720 -0.237 0.646 0.401
C -1.4620 -3.9985 1.3196 0.223 -0.074 0.886
H -1.1732 -4.1966 2.3676 -0.180 -0.310 -0.317
H -0.9823 -4.7249 0.6650 0.051 0.094 -0.067
H -2.5535 -4.0891 1.2077 0.474 0.015 0.110
C 4.1798 0.2497 0.6360 -0.489 -0.053 0.111
H 4.8160 0.5508 -0.2228 -0.305 -0.193 0.748
H 4.5788 -0.6832 1.0754 -0.108 0.541 -0.286
H 4.2233 1.0419 1.4200 -0.326 -0.622 -0.673
C 3.5213 -1.5641 -0.9673 -0.247 -1.054 -0.050
H 2.8988 -2.2259 -1.5761 0.122 -0.015 0.022
H 4.0463 -2.1844 -0.2273 -0.199 0.119 -0.257
H 4.2836 -1.1029 -1.6134 -0.393 -0.106 0.208
Pt -2.3366 -1.3218 -0.3031 -1.193 1.739 -4.508
C 1.6551 1.6175 0.3798 -1.865 1.977 1.368
C 2.6797 2.5424 0.6019 -0.491 -0.610 0.407
C 3.3391 3.3165 -0.4594 0.290 0.094 -0.774
C 3.0071 2.7143 -1.8599 0.340 1.678 -0.044
C 3.1854 1.2836 -1.9949 0.263 -1.015 -0.852
C 2.1222 0.3528 -1.9313 -2.538 0.766 -0.205
C 0.6675 0.8766 -1.8578 -0.101 0.008 -0.065
C 0.5045 1.8365 -0.6461 -0.281 -0.519 -0.960
C -2.8348 -0.5562 -2.2008 -0.214 0.462 -0.366
H 1.2131 1.3243 1.3338 0.142 -0.183 0.095
H 3.1047 2.6284 1.6204 -0.452 0.036 -0.670
H 4.4417 3.3192 -0.3133 -0.632 0.079 0.034
H 2.9968 4.3710 -0.4029 0.262 -0.318 -0.084
H 1.9975 2.9860 -2.1498 0.015 0.102 -0.008
H 3.6767 3.1666 -2.5964 -0.014 0.278 0.077
H 4.1576 0.8960 -2.2702 0.063 0.116 -0.020
H 2.1310 -0.5271 -2.5662 0.579 -0.079 0.200
H -0.0550 0.0367 -1.7488 0.513 0.265 -0.034
H 0.4058 1.3492 -2.8162 0.077 0.069 0.272
H 0.3792 2.8554 -1.0109 0.500 0.142 0.319
H -0.4815 1.6255 -0.2047 0.491 -0.227 0.341
H -3.9009 -0.7278 -2.4131 0.253 0.220 -0.324
H -2.2157 -0.9709 -3.0022 -0.108 -0.302 -0.045
H -2.6399 0.5305 -2.1995 -0.170 -0.363 -0.166
C -4.5550 1.4491 -0.6705 -0.410 0.472 -0.108
Si -3.9234 0.0672 0.4811 -0.427 1.006 0.313
C -3.6209 1.0777 2.0577 0.048 0.406 0.478
C -5.4858 -0.9087 0.8633 -0.351 -0.278 0.015
H -4.3575 2.4290 -0.2161 -0.140 -0.087 -0.040
H -5.6451 1.3412 -0.7768 0.163 0.181 0.045
H -4.1596 1.4945 -1.6825 -0.009 -0.100 0.061
H -4.4959 0.9202 2.6993 0.081 0.159 0.127
H -2.7358 0.8073 2.6407 -0.049 -0.066 -0.065
H -3.5602 2.1596 1.8475 0.016 -0.344 0.071
H -6.3472 -0.3446 0.4844 -0.022 -0.174 0.186
H -5.4891 -1.8984 0.3951 -0.063 0.099 0.104
H -5.5820 -1.0252 1.9482 -0.102 -0.138 -0.115
```
Forces are in eV/Å.



Record 3
The following is a DFT calculation (ωB97M-V/def2-TZVPD) of 4 unconnected molecules or ions with the total composition C18H41B2N3O9PS.

LUMO energy, eV: 1.822
HOMO-LUMO gap, eV: 5.96
Multiplicity: 1
DFT total energy, eV: -63703.597
Charge: -1

```
75
Properties=species:S:1:pos:R:3:forces:R:3
C -1.3107 1.8112 -2.8115 -0.877 0.567 -0.115
O -2.4075 0.8022 -2.8824 3.419 -1.066 0.323
B -1.7393 -0.5457 -2.8198 0.501 1.395 1.378
O -0.6937 -0.8512 -1.7838 0.254 1.704 -2.365
B -2.1918 -1.6265 -3.9815 -0.959 -1.154 0.880
C -1.4557 -3.0941 -3.8943 0.956 -1.767 -0.784
C 0.1757 -3.0664 -4.0526 0.255 -0.887 -0.672
C 0.9596 -4.3225 -3.3307 1.117 0.865 -0.209
C 0.7389 -4.4283 -1.7099 -0.876 -2.345 -0.136
O 1.7622 -3.6951 -0.9169 -2.779 2.346 1.835
C 1.1389 -2.8843 0.1444 -2.897 -1.982 3.553
O 0.2973 -3.3326 1.0860 5.240 2.364 -6.258
C -3.8410 -1.8807 -3.8520 -1.329 -0.581 -0.785
C -4.2785 -2.6529 -2.4733 1.023 0.698 -1.193
O -5.7762 -2.5845 -2.4122 -0.910 -4.278 1.910
C -6.3366 -3.9148 -2.1284 1.568 -2.859 -5.688
O -6.1791 -4.8840 -3.0540 -1.144 5.774 6.268
P -1.9418 -0.7391 -5.6987 -0.242 -0.406 0.407
S -1.7211 -2.0216 -7.1749 0.260 -0.086 -0.790
H -0.2902 1.3864 -3.2169 -1.881 0.892 1.053
H -1.6412 2.6832 -3.5530 0.762 -1.673 1.783
H -1.2608 2.1622 -1.6860 0.332 -0.489 -2.472
H 0.2247 -0.5942 -2.1508 -2.099 -0.460 1.064
H -1.8708 -3.7315 -4.8143 0.953 1.081 1.858
H -1.7444 -3.7273 -2.9335 0.600 1.461 -1.739
H 0.6976 -2.0858 -3.6844 -1.166 -1.702 -0.523
H 0.4066 -3.1488 -5.2171 -0.412 0.270 2.436
H 2.1232 -4.1104 -3.4932 -2.333 -0.558 0.460
H 0.7661 -5.3546 -3.8986 0.049 2.214 1.560
H -0.3217 -4.1147 -1.3280 2.037 -0.442 -1.026
H 0.8713 -5.5734 -1.4134 -0.297 2.365 -0.574
H 1.4592 -1.7349 0.1820 -0.386 -2.663 -0.401
H -4.4609 -0.8861 -4.0661 1.072 -2.071 0.971
H -4.1272 -2.6099 -4.7525 0.305 1.320 1.917
H -3.8860 -3.7540 -2.5271 -1.026 2.091 0.118
H -3.9024 -2.1568 -1.4823 -0.564 -0.757 -1.926
H -6.9582 -4.1150 -1.1375 1.302 0.813 -2.081
H -0.8065 0.1853 -5.5838 -1.091 -0.153 -0.310
H -3.1838 -0.0158 -5.9405 1.163 0.259 0.287
C 1.0668 3.2676 -0.3559 0.070 0.076 -0.250
C 2.0082 2.3619 -1.1017 -0.309 -0.687 -0.169
O 1.7507 1.1793 -1.3097 0.263 0.394 0.042
N 3.1809 2.8933 -1.5526 -0.320 -0.306 0.084
C 3.6583 4.2478 -1.4082 0.303 -0.293 -0.247
H 0.1769 2.7061 -0.0593 0.346 0.027 -0.077
H 1.5526 3.6482 0.5459 -0.203 0.046 -0.456
H 0.7562 4.0937 -1.0002 0.027 0.059 0.018
H 3.7634 2.2253 -2.0451 -0.163 0.199 0.135
H 3.8201 4.6586 -2.4080 0.056 0.292 0.144
H 4.6107 4.2164 -0.8730 -0.019 0.336 0.017
H 2.9571 4.8806 -0.8647 0.050 -0.220 -0.071
C -0.1068 1.9485 3.8551 0.062 0.022 -0.131
C 0.2783 3.2397 3.1865 0.294 -0.005 -0.312
O 1.1942 3.3062 2.3710 -0.218 0.068 1.058
N -0.4267 4.3613 3.5120 0.436 -0.314 -0.258
C -1.5263 4.4840 4.4390 0.048 0.419 -0.195
H 0.5412 1.1439 3.4977 -0.128 0.290 0.072
H 0.0171 2.0381 4.9371 -0.161 -0.164 -0.137
H -1.1410 1.6957 3.6088 0.022 -0.015 0.154
H -0.1116 5.1919 3.0232 -0.123 -0.225 0.150
H -2.3913 4.8651 3.8904 -0.158 -0.068 0.282
H -1.2416 5.2052 5.2093 -0.275 -0.088 0.152
H -1.7834 3.5344 4.9079 0.137 0.117 -0.152
C 2.8025 1.6934 7.2940 -0.067 0.233 0.064
C 2.3047 0.4791 6.5589 -0.657 -0.521 -0.473
O 1.1653 0.4103 6.1059 0.589 0.093 0.429
N 3.1645 -0.5684 6.4022 -0.511 0.482 0.064
C 4.5295 -0.6757 6.8590 -0.086 -0.422 -0.249
H 2.0090 2.4438 7.3405 0.100 -0.269 -0.086
H 3.0826 1.4218 8.3147 0.149 0.110 -0.083
H 3.6564 2.1245 6.7654 0.037 -0.019 0.194
H 2.7605 -1.3499 5.8982 0.116 0.206 0.102
H 5.1667 -0.8421 5.9868 0.233 0.042 0.226
H 4.5972 -1.5397 7.5250 0.302 0.115 0.051
H 4.8631 0.2170 7.3874 -0.145 -0.112 -0.107
```
Forces are in eV/Å.



Record order is preserved below.
F_max: 0.1099, 0.1175, 0.1672 Eh/bohr